(1)
CH16NO5 | the ωB97M-V functional and the def2-TZVPD basis

XYZ file:
```
23
Properties=species:S:1:pos:R:3:forces:R:3
C -2.17445 -0.79535 0.74097 -2.030 2.234 -0.064
N -0.93666 -0.37792 -0.03996 0.153 4.415 3.628
H -3.00918 -0.04551 0.39072 1.469 -1.395 1.014
H -2.58790 -1.78125 0.45148 0.881 0.390 0.166
H -2.05847 -0.70755 1.88454 0.087 -0.117 -2.053
H -0.85426 -0.94249 -0.80981 1.071 -2.412 -1.595
H -0.07299 -0.40034 0.69286 -2.156 0.301 -2.412
H -0.99983 0.65859 -0.60146 -0.020 -2.177 2.537
H 1.25799 -1.39971 2.29400 0.069 0.050 -0.223
H 0.88851 -0.26183 3.16196 0.105 0.379 -1.291
O 1.05691 -0.45381 2.20178 -0.303 -0.788 1.574
H -2.20409 2.70083 -0.55987 0.779 -1.039 -1.186
H -1.33991 2.74557 -1.87252 -0.417 -0.868 0.799
O -1.75501 2.11113 -1.23533 -0.446 1.716 0.350
H 0.75114 -2.58321 -1.73390 -1.914 0.920 -0.049
H -0.40948 -1.80029 -2.56785 0.905 -1.208 2.035
O -0.15882 -2.15277 -1.63807 1.352 -0.627 -3.099
H 3.46128 -0.44849 -0.49977 4.358 -2.112 -1.960
H 2.25338 -0.76724 0.40604 -2.094 -4.210 3.359
O 2.70866 -0.22171 -0.10162 -2.015 6.245 -1.487
H 0.96988 2.64949 0.42944 1.006 1.343 0.650
H 1.55475 1.27759 0.06045 9.443 -5.789 -0.359
O 0.89857 1.78258 0.11170 -10.284 4.749 -0.333
```
Forces are in eV/Å.

Energy above the lowest of the compared OMol25 structures with the same formula, charge and spin (kcal/mol): 81.7
E (eV): -13016.1456
Gap between HOMO and LUMO (eV): 11.65
Net charge: +1

***

(2)
CH17O11 | the ωB97M-V functional and the def2-TZVPD basis

XYZ file:
```
29
Properties=species:S:1:pos:R:3:forces:R:3
C -0.24386 -0.31286 -0.32407 -0.341 4.876 -0.802
O -1.20086 -1.04286 -0.25607 -1.769 -4.449 0.650
O 0.80614 -0.46086 0.50293 1.888 5.459 -3.596
O -0.32686 0.76514 -0.96107 2.516 -0.357 0.146
H 0.68014 -1.20286 0.92993 -0.582 -6.072 3.930
O -0.04186 -2.65586 -2.41607 0.785 -0.529 -0.596
H -0.36786 -2.17286 -1.65907 -0.513 0.479 0.347
H 0.80514 -2.25086 -2.65507 -0.411 -0.050 0.154
O 2.76814 1.83314 0.64293 -0.725 -4.399 -0.453
H 1.87514 1.30814 0.51893 2.328 2.805 0.444
H 2.92614 2.74914 0.67793 -1.288 1.475 -0.101
O -3.04486 0.45814 1.00393 2.628 -1.343 1.112
H -2.31786 0.12114 0.40393 -1.290 0.140 0.736
H -3.66586 0.84214 0.45293 -1.844 1.147 -1.697
O -0.21786 -3.40186 1.04993 -0.566 0.242 2.161
H -0.65186 -2.61386 0.72593 -1.062 0.768 -0.439
H 0.29014 -3.67086 0.32793 1.334 -0.910 -1.880
O -0.02986 2.42214 1.52493 0.111 1.383 1.876
H -0.21686 1.63314 1.07493 -0.582 -1.601 -1.048
H 0.25314 3.01614 0.84693 0.194 0.523 -0.741
O 1.21714 -2.50486 3.45693 -2.134 2.681 -1.350
H 1.67814 -3.27186 3.60893 1.711 -2.808 0.580
H 0.69314 -2.69386 2.63993 0.400 -0.059 0.808
O 1.62014 2.70114 -2.65707 -7.218 -0.155 -2.101
H 2.36314 2.31214 -2.42407 5.962 -2.544 1.991
H 1.01214 1.85214 -2.69407 1.179 2.762 0.323
O -2.17586 2.22014 -1.74007 2.233 2.741 -6.204
H -1.55586 1.76014 -1.28207 2.925 -2.511 2.224
H -2.92986 2.26214 -1.32107 -5.870 0.307 3.525
```
Forces are in eV/Å.

Energy above the lowest of the compared OMol25 structures with the same formula, charge and spin (kcal/mol): 49.0
E (eV): -23836.9241
Gap between HOMO and LUMO (eV): 9.75
Net charge: -1

***

(3)
CH23N3O9 | the ωB97M-V functional and the def2-TZVPD basis

XYZ file:
```
36
Properties=species:S:1:pos:R:3:forces:R:3
N -1.64703 1.07362 0.61950 -1.414 -2.380 -0.364
C -1.15296 0.61151 -0.48601 1.939 2.446 0.609
N -0.03902 1.30421 -1.00307 0.037 0.465 -1.320
N -1.50328 -0.47523 -1.19768 -0.487 -0.585 -0.568
H -1.15153 1.85021 1.01053 0.309 0.172 -0.101
H -0.01067 2.29321 -0.76114 -0.193 -0.431 0.135
H 0.10484 1.24640 -2.01891 -0.334 -0.388 0.822
H -1.21852 -0.55752 -2.16109 0.328 0.346 0.366
H -1.88579 -1.32192 -0.82550 -0.499 0.314 0.553
O -2.77512 -1.55583 1.26523 -0.512 0.427 -0.436
H -2.55721 -0.63304 1.00392 0.037 0.062 0.548
H -3.74841 -1.54630 1.22683 0.537 -0.268 0.132
O -0.90719 -3.90098 -0.37124 -0.104 0.829 -0.302
H -0.22449 -3.58154 -0.98047 0.126 -0.622 -0.087
H -1.36367 -3.06892 -0.18063 -0.203 -0.500 0.539
O 1.01729 2.92763 2.09004 0.255 0.617 0.491
H 0.47209 2.97299 1.29680 0.383 -0.174 -0.134
H 1.60412 2.16873 2.02466 -0.100 0.003 -0.828
O 0.42950 -0.07930 -3.38903 -0.344 -0.142 -0.551
H 1.33696 0.21710 -3.30600 0.268 -0.332 -0.148
H 0.42886 -1.03810 -3.51562 0.420 0.083 0.111
O 0.76736 0.65218 3.44734 0.499 -0.890 0.402
H -0.19266 0.62942 3.41077 -0.027 0.551 0.010
H 1.07625 1.56411 3.45591 -0.840 -0.073 0.323
O 0.55844 -1.58894 1.75618 -0.354 0.636 0.932
H 0.93066 -0.98806 2.43519 0.505 -0.270 -0.410
H -0.36643 -1.33176 1.88855 -0.262 -0.573 -0.589
O 0.42743 4.12445 -0.36114 -0.186 0.230 -0.012
H 1.29237 4.46363 -0.10440 -0.027 0.024 0.060
H -0.21658 4.75865 -0.02393 0.087 0.071 -0.106
O 1.34907 -3.07773 -1.89269 0.322 0.547 0.422
H 1.53828 -2.52722 -1.08316 -0.107 -0.255 -0.839
H 2.17634 -2.92376 -2.36175 -0.067 -0.340 -0.199
O 2.09467 -1.05162 -0.33746 1.451 -1.233 0.160
H 1.93133 -0.30834 -0.90300 -1.038 0.533 0.290
H 1.42469 -1.30197 0.33244 -0.406 1.102 0.089
```
Forces are in eV/Å.

Energy above the lowest of the compared OMol25 structures with the same formula, charge and spin (kcal/mol): 27.4
E (eV): -24308.6579
Gap between HOMO and LUMO (eV): 9.36
Net charge: 0
SMILES string: N=C(N)N.O.O.O.O.O.O.O.O.O

***

(4)
CH26O12 | the ωB97M-V functional and the def2-TZVPD basis

XYZ file:
```
39
Properties=species:S:1:pos:R:3:forces:R:3
C -0.24447 -0.10549 -0.37112 -0.010 -0.076 0.565
O 0.22903 -0.35082 -1.68010 0.363 -0.128 -0.022
H -0.63987 0.90691 -0.32244 -0.120 -0.048 -0.042
H -1.02340 -0.82790 -0.08040 -0.118 0.187 -0.165
H 0.53516 -0.21025 0.38847 0.092 0.135 -0.167
H 0.81895 -1.13258 -1.62917 -0.334 0.101 -0.166
O 2.33712 -0.38284 2.69144 -0.029 0.086 -0.139
H 1.89703 0.46605 2.48324 0.008 -0.542 0.325
H 1.71010 -1.08386 2.45691 0.283 0.625 -0.176
O 0.60868 1.81371 3.01546 -0.848 0.265 -0.209
H 0.24763 1.57768 3.87645 0.172 -0.054 -0.034
H -0.14291 2.22977 2.52107 0.899 -0.136 0.246
O 0.86859 3.94286 -0.56768 -0.278 0.000 0.197
H 0.92547 3.14407 -1.10134 0.003 0.062 0.014
H 0.13724 3.77877 0.05916 0.430 -0.107 -0.414
O 3.35688 -1.31425 -4.37771 -0.116 -0.212 -0.355
H 3.35230 -0.36093 -4.24537 0.090 -0.056 0.205
H 2.87485 -1.65592 -3.61789 0.126 0.095 0.107
O 1.57693 -2.72532 -1.85592 -0.083 -0.403 -0.068
H 1.99861 -3.33736 -1.24004 0.062 0.191 -0.034
H 1.03520 -3.27892 -2.43589 0.061 0.166 0.008
O 0.48071 -2.34295 1.84311 -0.265 -0.394 0.308
H 0.35740 -2.60093 2.76712 0.028 -0.038 -0.146
H -0.26526 -2.73594 1.37986 0.052 0.051 -0.069
O -1.07206 3.22844 1.36123 -1.045 -0.204 0.494
H -1.88916 2.65733 1.37595 0.719 0.293 -0.513
H -1.33684 4.05130 1.79436 0.148 -0.047 -0.117
O 3.03065 0.48050 -2.21112 -0.264 0.112 0.203
H 2.06457 0.42474 -2.13207 0.113 0.100 0.039
H 3.34249 0.64224 -1.31328 0.026 0.015 -0.106
O -3.24531 1.58446 1.36730 -0.172 -0.098 0.355
H -3.47495 0.63118 1.42583 0.197 0.451 0.061
H -3.50589 1.94249 2.22569 -0.241 -0.163 -0.118
O -1.75360 -1.62554 -3.38247 0.069 0.033 0.207
H -2.32632 -2.05488 -2.73992 -0.015 0.054 -0.078
H -1.21726 -0.99929 -2.86287 0.037 -0.152 -0.112
O -3.93388 -1.07110 1.70838 0.071 -0.396 -0.101
H -3.62285 -1.62770 0.98462 -0.094 0.068 0.027
H -4.09154 -1.67772 2.44113 -0.016 0.165 -0.012
```
Forces are in eV/Å.

Energy above the lowest of the compared OMol25 structures with the same formula, charge and spin (kcal/mol): 27.3
E (eV): -26029.1570
Gap between HOMO and LUMO (eV): 9.53
Net charge: 0
SMILES string: CO.O.O.O.O.O.O.O.O.O.O.O

***

(5)
CH27O12 | the ωB97M-V functional and the def2-TZVPD basis

XYZ file:
```
40
Properties=species:S:1:pos:R:3:forces:R:3
O -16.88472 8.21832 -10.29116 1.006 0.427 0.752
H -16.77955 9.10316 -10.64835 -0.262 1.158 0.029
H -17.75263 8.02125 -9.93134 -0.563 0.034 -0.081
H -16.63325 7.62442 -11.00226 -0.136 -1.942 -1.276
O -21.26012 6.83457 -10.00277 0.310 -1.586 3.030
H -21.95232 7.24969 -9.48304 -0.893 0.337 0.187
H -21.21066 7.17858 -10.89766 -0.412 1.816 -5.107
H -20.42134 6.97375 -9.55703 0.238 -0.181 0.324
C -19.91487 8.32525 -12.69925 -1.810 -0.245 -1.073
O -21.21874 7.93682 -12.42121 0.229 -0.808 1.958
H -19.31456 8.36633 -11.79037 0.810 0.357 0.509
H -19.44305 7.63475 -13.39832 0.491 -0.194 0.131
H -19.97675 9.28361 -13.21484 0.696 0.472 0.282
O -22.78441 7.60641 -15.07768 0.162 -0.027 -0.410
H -23.65427 7.99365 -14.97963 -0.299 0.085 0.029
H -22.32525 7.84032 -14.27102 0.216 0.129 0.469
O -17.24292 6.19824 -12.27704 0.356 0.614 0.609
H -16.77816 6.25273 -13.11205 0.229 0.026 -0.424
H -17.92728 5.54565 -12.42544 -0.297 -0.246 0.083
O -22.55178 5.44496 -12.66260 0.110 -0.567 0.544
H -22.22553 6.30852 -12.91569 0.270 0.507 -0.199
H -23.45265 5.60216 -12.37983 -0.331 -0.072 -0.126
O -23.41123 9.66750 -12.36200 -0.714 -0.249 0.759
H -23.44624 10.20408 -13.15388 0.055 0.448 -0.256
H -22.64320 9.10941 -12.48403 0.544 -0.423 -0.034
O -18.25848 10.58893 -14.98843 0.287 -0.269 0.281
H -19.17440 10.38114 -14.80360 -0.252 0.044 -0.050
H -18.27755 11.48879 -15.31417 0.006 0.273 -0.166
O -19.09530 6.53228 -15.87679 0.364 0.044 -0.055
H -19.04766 5.68195 -15.43987 -0.168 -0.338 -0.055
H -19.31684 7.14867 -15.17877 -0.211 0.220 -0.037
O -20.17142 12.15672 -12.43983 0.038 -0.123 -0.453
H -19.23424 12.19629 -12.24919 0.255 0.132 -0.104
H -20.52644 11.56476 -11.77667 -0.375 -0.005 0.653
O -22.31681 11.22081 -14.26074 -0.184 0.047 -0.409
H -22.09288 10.66547 -15.00753 -0.080 -0.167 -0.434
H -21.54141 11.19331 -13.70018 0.367 0.403 0.300
O -21.21937 10.59225 -10.07196 0.206 -0.021 0.050
H -20.67239 10.51212 -9.29054 0.115 0.307 0.392
H -21.06170 9.78359 -10.55923 -0.374 -0.416 -0.621
```
Forces are in eV/Å.

Energy above the lowest of the compared OMol25 structures with the same formula, charge and spin (kcal/mol): 64.9
E (eV): -26033.7352
Gap between HOMO and LUMO (eV): 6.42
Net charge: +1

***

(6)
CH2AlLiO | the ωB97M-V functional and the def2-TZVPD basis

XYZ file:
```
6
Properties=species:S:1:pos:R:3:forces:R:3
C 0.63442 -0.19397 -0.23420 -4.032 -0.075 -2.522
O -0.03152 0.80129 -0.51752 0.589 -1.131 0.318
H 0.35602 -1.25606 -0.27730 -1.069 -0.125 -0.493
Al 2.20654 0.08686 0.52577 6.079 1.300 2.564
Li -1.76243 1.10221 0.13106 -0.999 1.217 -0.289
H -1.40303 -0.54033 0.37219 -0.568 -1.186 0.422
```
Forces are in eV/Å.

Energy above the lowest of the compared OMol25 structures with the same formula, charge and spin (kcal/mol): 43.9
E (eV): -9894.6709
Gap between HOMO and LUMO (alpha / beta) (eV): 8.79 / 7.47
Net charge: +2

***

(7)
CH2BNO | the ωB97M-V functional and the def2-TZVPD basis

XYZ file:
```
6
Properties=species:S:1:pos:R:3:forces:R:3
B -0.03345 -0.54977 0.07786 1.547 5.061 -0.988
C -1.50184 -0.21368 -0.07665 1.907 -0.804 0.252
N -2.63655 -0.08541 -0.06274 -1.142 0.290 -0.110
O 1.28718 1.24621 -0.25633 -6.395 -0.954 -0.503
H 0.86581 -1.17056 0.36164 0.337 -1.370 0.324
H 2.01884 0.77321 -0.04379 3.746 -2.223 1.024
```
Forces are in eV/Å.

Energy above the lowest of the compared OMol25 structures with the same formula, charge and spin (kcal/mol): 113.2
E (eV): -5279.2287
Gap between HOMO and LUMO (alpha / beta) (eV): 8.15 / 8.15
Net charge: 0

***

(8)
CH2Br2N2O | the ωB97M-V functional and the def2-TZVPD basis

XYZ file:
```
8
Properties=species:S:1:pos:R:3:forces:R:3
C 0.52752 -0.87189 -0.19834 -1.820 -1.913 2.393
N 1.20522 0.21491 -0.30839 -1.833 1.039 0.366
N -1.20743 0.16012 0.77220 1.975 -2.112 -0.136
O 0.48567 -2.06013 -0.11388 0.047 3.081 -0.831
Br -2.77577 -0.64683 0.24723 -0.633 -0.554 -0.307
Br -1.12267 1.85288 0.14199 -0.568 2.096 -0.352
H 0.73074 1.15081 -0.05963 0.670 -1.421 -0.605
H 2.15671 0.20013 -0.48119 2.163 -0.216 -0.529
```
Forces are in eV/Å.

Energy above the lowest of the compared OMol25 structures with the same formula, charge and spin (kcal/mol): 55.0
E (eV): -146178.3936
Gap between HOMO and LUMO (alpha / beta) (eV): 8.04 / 8.04
Net charge: 0

***

(9)
CH2Br2O3 | the ωB97M-V functional and the def2-TZVPD basis

XYZ file:
```
8
Properties=species:S:1:pos:R:3:forces:R:3
O 0.08348 0.78136 -1.22436 -0.659 0.037 -0.585
C 0.79840 0.35542 -0.38320 0.882 0.816 0.143
O 1.25725 -0.86800 -0.25406 1.170 -0.771 2.068
O 1.39004 1.17487 0.51304 -0.098 0.408 1.412
H 1.14611 -1.51206 -0.92941 -0.846 -0.237 -1.278
H 1.68625 0.84072 1.40375 -0.492 -0.260 -1.753
Br -3.62507 0.66489 0.39757 0.055 -0.073 -0.012
Br -2.73646 -1.43719 0.47667 -0.013 0.081 0.005
```
Forces are in eV/Å.

Energy above the lowest of the compared OMol25 structures with the same formula, charge and spin (kcal/mol): 9.5
E (eV): -147296.7680
Gap between HOMO and LUMO (eV): 8.79
Net charge: 0
SMILES string: O=C(O)O.BrBr

***

(10)
CH2Br2S | the ωB97M-V functional and the def2-TZVPD basis

XYZ file:
```
6
Properties=species:S:1:pos:R:3:forces:R:3
C 0.27733 0.12630 -0.28066 1.928 -0.758 -0.219
S -1.13880 0.85769 0.63094 -1.225 1.981 0.727
Br 0.30757 -1.80788 -0.06975 -0.060 -1.416 -0.010
Br 1.98584 0.89071 0.42417 -0.670 0.116 0.068
H 0.42140 0.29348 -1.34488 -0.762 0.445 -0.156
H -1.85333 -0.36030 0.64018 0.789 -0.367 -0.410
```
Forces are in eV/Å.

Energy above the lowest of the compared OMol25 structures with the same formula, charge and spin (kcal/mol): 44.6
E (eV): -151984.5570
Expectation value of S²: 2.01
2S+1: 3
Gap between HOMO and LUMO (alpha / beta) (eV): 5.93 / 6.26
Net charge: 0

***

(11)
CH2Br4P2 | the ωB97M-V functional and the def2-TZVPD basis

XYZ file:
```
9
Properties=species:S:1:pos:R:3:forces:R:3
C -0.37257 -0.54585 -0.01798 2.455 1.153 -0.192
P 1.93057 0.52558 -0.63125 -2.498 -0.870 0.112
P -1.69880 0.21653 -0.95375 0.062 -0.205 -0.053
Br 2.46160 1.35306 1.32410 -0.074 -0.015 0.223
Br 3.01167 -1.38868 -0.65486 0.083 -0.168 0.049
Br -3.35997 -0.54059 0.36810 -0.039 0.024 -0.095
Br -1.47725 2.28679 -0.20087 0.035 0.250 0.085
H -0.33870 -0.33321 1.04827 -0.003 -0.056 -0.072
H -0.15655 -1.57363 -0.28175 -0.021 -0.112 -0.057
```
Forces are in eV/Å.

Energy above the lowest of the compared OMol25 structures with the same formula, charge and spin (kcal/mol): 0.0
E (eV): -299817.7282
Gap between HOMO and LUMO (alpha / beta) (eV): 7.66 / 7.66
Net charge: 0

***

(12)
CH2BrClFNO2S | the ωB97M-V functional and the def2-TZVPD basis

XYZ file:
```
10
Properties=species:S:1:pos:R:3:forces:R:3
C 0.47226 -0.97854 0.55554 -0.289 0.759 -0.284
N -1.62128 0.68004 0.80534 0.429 -0.164 -0.401
O -1.35375 -0.65436 -1.32723 -0.311 -0.267 0.003
O 0.20769 1.20290 -0.82844 -0.033 0.390 0.113
F 0.72547 -0.48608 1.75645 0.027 -0.145 0.277
S -0.62845 0.13184 -0.39264 0.007 -0.040 0.704
Cl 4.26375 -0.61818 -1.89388 0.798 0.203 -0.483
Br 2.00327 -1.35489 -0.43973 -0.577 -0.579 0.272
H -1.48034 1.64717 1.04831 0.183 0.113 -0.030
H -2.58864 0.43010 0.71629 -0.234 -0.268 -0.172
```
Forces are in eV/Å.

Energy above the lowest of the compared OMol25 structures with the same formula, charge and spin (kcal/mol): 0.0
E (eV): -102767.4842
Expectation value of S²: 2.01
2S+1: 3
Gap between HOMO and LUMO (alpha / beta) (eV): 9.76 / 6.76
Net charge: 0

***

It is found that the molecular weight values, taken in the order of the records, are 122.14; 205.14; 221.21; 230.21; 231.22; 63.95; 54.85; 217.85; 221.83; 205.90; 395.59; 226.45 g/mol.